Record 1
Entry from the OMol25 dataset: one molecule with the formula C7H9N (ωB97M-V with the def2-TZVPD basis set).

```
17
Properties=species:S:1:pos:R:3:lowdin_charge:R:1
N 0.8562 0.0837 -1.3742 -0.031
C 1.0375 -1.0000 -0.3494 -0.221
C -0.3650 -1.6832 -0.0548 -0.084
C -1.8205 0.5588 0.6562 -0.064
C 0.4138 1.1076 -0.3197 -0.341
C -0.9434 1.3597 0.1299 -0.135
C -1.4952 -1.0347 0.3758 -0.045
C 1.3519 0.3902 0.5982 -0.047
H -2.4006 -1.8369 -0.0138 0.145
H -0.3421 -2.6756 -0.0905 0.027
H -2.6846 0.8516 1.2570 0.090
H 1.6961 -1.8804 -0.5022 0.121
H 2.4143 0.7613 0.3923 0.133
H 1.1494 0.0780 1.4676 0.016
H -1.4343 2.4439 0.1961 0.148
H 1.9375 0.3853 -1.6244 0.159
H 0.6288 2.0906 -0.7443 0.129
```

Output
E: -8888.42057 eV
HOMO-LUMO gap: 8.891 eV
ΔE to the lowest compared entry with this formula, charge and spin: 155.3 kcal/mol
SMILES: C1=C[C@@H]2C[C@H](C=C1)N2
F_max: 7.57 eV/Å


Record 2
Entry from the OMol25 dataset: a 3-piece molecular cluster, CH9N5 overall (ωB97M-V with the def2-TZVPD basis set).

```
15
Properties=species:S:1:pos:R:3:lowdin_charge:R:1
N -7.7004 4.2914 -0.6583 0.083
N 8.9139 -5.5705 -0.3880 0.062
N 7.8744 -6.3030 -0.1950 -0.217
N 7.5078 -6.8658 0.8153 0.168
N -6.9264 4.9911 0.1777 -0.062
C -6.9805 6.2594 0.3427 0.186
H -8.1893 3.3936 -0.3871 0.171
H -8.3377 4.9332 -1.2421 0.169
H 9.6243 -4.6378 0.7421 0.422
H -6.1684 6.6371 0.9724 0.130
H 9.0813 -5.0002 -1.2268 0.110
H -6.1389 4.4741 0.5047 0.182
H 7.2610 -6.6613 -1.0742 0.280
H -7.6651 6.9105 -0.2294 0.141
H 7.8441 -6.8519 1.8459 0.175
```

Output
E: -8610.44185 eV
Charge: +2
HOMO-LUMO gap: 9.072 eV
ΔE to the lowest compared entry with this formula, charge and spin: 165.4 kcal/mol
F_max: 6.88 eV/Å


Record 3
Entry from the OMol25 dataset: C12H33Ag3FN3O3 as an isolated structure (ωB97M-V with the def2-TZVPD basis set).

```
55
Properties=species:S:1:pos:R:3:lowdin_charge:R:1
Ag -3.2886 1.5798 -2.3615 0.861
Ag -1.6415 -1.7373 -1.7189 0.800
Ag -1.1193 2.9803 -0.5110 0.771
F -1.4275 0.6490 -0.9237 -0.595
O 3.9610 3.0021 -0.0021 -0.165
O -4.2550 -0.4737 3.5331 -0.191
O 3.0647 -1.3982 -1.7471 -0.168
N 1.1459 3.7641 -1.0634 0.006
N -3.4063 -1.2162 0.0257 -0.029
N -0.0423 -1.6218 0.3076 0.028
C 3.3995 -1.6502 -3.0772 -0.108
C 1.9055 2.5182 -1.2555 -0.415
C -5.5226 -1.7600 1.0384 -0.043
C 2.1668 -2.2675 1.0220 -0.014
C 1.3457 1.9894 -2.5890 -0.059
C 4.1245 1.8815 0.9089 -0.048
C 1.6739 -1.6978 -1.4543 -0.211
C 1.3657 -1.3976 -0.0080 -0.425
C -3.5136 -0.3246 4.7354 -0.086
C -3.4923 -1.0211 2.4628 -0.185
C -4.2958 -0.8638 1.1307 -0.398
C 3.4151 2.7823 -1.2831 -0.183
H -3.3604 -2.0841 2.6650 0.133
H -2.8397 -1.1669 4.8914 0.089
H 4.9314 1.2085 0.6189 0.098
H -0.4937 -0.7643 0.0228 -0.012
H 1.7306 4.2294 -0.3839 0.090
H -0.1623 -1.7438 1.3030 0.086
H 1.6312 1.9089 -0.3943 0.107
H 1.2967 4.3369 -1.8815 0.091
H -6.1974 -1.5090 1.8568 0.093
H 1.6508 2.5791 -3.4535 0.096
H 1.3795 -2.7400 -1.5774 0.124
H 3.6042 3.6968 -1.8453 0.142
H 4.3003 2.1877 1.9401 0.096
H -2.8404 0.5270 4.6380 0.083
H -4.2429 -0.1678 5.5302 0.103
H 0.2576 1.9432 -2.6338 0.029
H 1.9333 -3.3118 0.8146 0.091
H 3.1971 1.3175 1.0089 0.057
H 1.7334 1.0028 -2.8430 0.060
H -2.4891 -0.5954 2.4824 0.109
H 4.4535 -1.4923 -3.3058 0.100
H 2.8872 -0.9130 -3.6954 0.078
H 1.5925 -0.3529 0.2046 0.111
H 3.8792 1.9787 -1.8549 0.133
H -3.9334 -1.0744 -0.8241 0.040
H 0.9663 -1.2046 -2.1208 0.083
H -2.6853 -0.5133 -0.0527 -0.026
H -5.2954 -2.8260 1.0485 0.095
H 3.2314 -2.0838 0.8773 0.086
H -6.1241 -1.5546 0.1529 0.078
H 1.8320 -2.0139 2.0278 0.081
H 3.1978 -2.6916 -3.3278 0.100
H -4.5852 0.1698 0.9411 0.132
```

Output
E: -38287.60642 eV
Charge: +2
HOMO-LUMO gap: 4.784 eV
F_max: 2.23 eV/Å


Record 4
Entry from the OMol25 dataset: C41H43BCsFN15S2 as an isolated structure (ωB97M-V with the def2-TZVPD basis set).

```
104
Properties=species:S:1:pos:R:3:lowdin_charge:R:1
Cs 0.1260 0.1497 0.2767 1.194
S 3.8974 -2.0975 -3.3451 1.032
S -6.2487 -4.0970 1.9216 0.962
F -1.4829 1.1871 1.7483 -0.603
N -2.5066 -1.5663 1.2598 0.037
N 0.9627 2.3448 1.9108 0.066
N 3.0748 -0.5678 1.7357 -0.011
N 1.6888 1.4077 2.4745 -0.048
N 1.9386 -1.8155 -1.7349 0.040
N 4.1152 1.3147 3.0483 -0.012
N -2.4482 1.6382 -2.5525 0.020
N -0.2140 -4.3637 -3.2385 0.169
N 5.3751 0.8486 2.9563 0.124
N -7.1715 -2.6221 6.1464 0.058
N -1.3930 2.0428 -1.8276 0.025
N 3.4503 1.6562 0.6646 -0.005
N -0.8406 -2.5772 -2.0619 0.179
N 2.0343 -1.3865 1.9881 0.019
N 2.8197 1.3584 -0.4882 0.030
C -4.7778 -3.0889 1.7029 -0.518
C 6.0577 1.4026 3.9461 -0.358
C -3.7153 -5.4674 -2.7374 -0.095
C -6.0770 -4.1705 4.6852 -0.078
C 3.1573 -1.4482 -1.9212 -0.465
C -1.0644 3.6433 2.5060 -0.016
C 3.3712 2.1101 -1.4304 -0.366
C 1.5142 -3.7859 1.8146 -0.034
C 2.4278 -2.6119 1.6739 -0.367
C -3.7170 -1.0566 1.0677 -0.152
C -7.4788 -2.4589 3.7791 -0.083
C -6.3766 -3.6677 5.9442 -0.141
C -6.6320 -3.5387 3.5837 -0.518
C -0.1429 2.4955 2.6828 -0.350
C -1.2815 3.3373 -2.0624 -0.356
C 7.5089 1.1143 4.1523 -0.041
C -4.2006 2.4182 -4.1463 -0.026
C -3.0268 2.6400 -3.2527 -0.312
C 3.7579 -2.5937 1.2127 -0.031
C 1.1114 0.9389 3.6340 -0.064
C -0.0415 1.6217 3.8278 0.023
C 4.1280 -1.2704 1.2651 -0.098
C 4.4048 2.5870 0.4579 -0.055
C -2.2882 3.7633 -2.9629 0.006
C -1.5464 -4.5591 -2.9554 -0.191
C 5.2271 2.2589 4.6985 -0.029
C 4.3900 2.9123 -0.8795 -0.019
C 4.0014 2.1777 4.0845 -0.078
C 2.4357 -2.9094 -3.7021 -0.356
C -7.7115 -2.0391 5.0816 -0.142
C -1.9224 -3.4241 -2.2096 -0.220
C -2.4292 -5.5970 -3.2255 -0.026
C 2.9139 2.0355 -2.8533 -0.022
C -4.8871 -1.7788 1.2619 -0.077
C 0.1476 -3.1641 -2.6770 -0.274
C -0.2046 4.1552 -1.4282 -0.021
C -3.5204 -3.6192 1.9476 -0.067
C -4.1104 -4.3373 -2.0089 -0.087
C -3.2293 -3.3082 -1.7386 -0.016
C -2.4144 -2.8125 1.7078 -0.121
C 1.5070 -2.6449 -2.7371 -0.319
B 3.0770 0.9548 1.9684 -0.733
H 7.6803 0.0418 4.2453 0.074
H -3.7476 -0.0265 0.7246 0.109
H 5.0295 2.9494 1.2574 0.119
H -2.1288 -6.4687 -3.7939 0.107
H -4.3726 3.2974 -4.7625 0.078
H -3.4029 -4.6399 2.2845 0.107
H -5.9591 -4.1251 6.8348 0.106
H 5.0642 -0.7887 1.0404 0.116
H -5.4341 -5.0317 4.5669 0.104
H 3.3329 2.8591 -3.4289 0.077
H -5.1299 -4.2741 -1.6490 0.099
H 7.8634 1.6085 5.0550 0.070
H 2.3340 -3.4997 -4.5993 0.071
H 3.6977 -0.7875 -1.2617 0.058
H 0.8542 -3.6432 2.6706 0.070
H 2.0860 -4.7012 1.9602 0.075
H 3.2388 1.0983 -3.3104 0.057
H -8.3611 -1.1936 5.2815 0.106
H 8.0954 1.4725 3.3053 0.073
H 0.3946 -4.9908 -3.7326 0.158
H -4.0271 1.5657 -4.8050 0.079
H -5.8542 -1.3377 1.0616 0.106
H 5.4936 2.8461 5.5615 0.095
H -7.9469 -1.9626 2.9402 0.102
H 3.0715 2.6722 4.3150 0.116
H -1.4261 3.6705 1.4805 0.071
H -1.4091 -3.1945 1.8527 0.096
H -0.5319 4.5741 2.7182 0.094
H 1.8249 2.0754 -2.9122 0.070
H 0.0962 4.9666 -2.0895 0.080
H 4.3586 -3.4281 0.8897 0.101
H -3.5297 -2.4374 -1.1724 0.090
H -2.7167 0.6701 -2.5350 0.154
H -4.4338 -6.2576 -2.9123 0.100
H -0.7675 1.5091 4.6133 0.122
H 1.5881 0.1736 4.2211 0.135
H 0.6602 3.5340 -1.1932 0.061
H 0.8999 -3.9044 0.9171 0.069
H -5.1064 2.2230 -3.5693 0.079
H -2.4457 4.7597 -3.3419 0.106
H -1.9115 3.5471 3.1794 0.088
H 5.0188 3.6220 -1.3908 0.096
H -0.5559 4.5941 -0.4927 0.066
```

Output
E: -91181.05206 eV
HOMO-LUMO gap (alpha / beta): 8.537 / 6.259 eV
ΔE to the lowest compared entry with this formula, charge and spin: 33.7 kcal/mol
F_max: 2.88 eV/Å
2S+1: 2


Record 5
Entry from the OMol25 dataset: a 11-piece molecular cluster, H22O11 overall (ωB97M-V with the def2-TZVPD basis set).

```
33
Properties=species:S:1:pos:R:3:lowdin_charge:R:1
O -4.4983 1.9107 -0.0686 -0.048
O 2.8466 -1.2336 -1.2194 -0.051
O -3.3060 -2.1171 -2.0956 -0.076
O 3.7859 1.8372 -0.7154 -0.049
O -1.5240 3.3822 -1.4065 -0.046
O -1.8182 -3.8889 0.8711 -0.059
O 0.0776 -0.2388 -0.8769 -0.080
O 4.4870 -2.5322 0.0156 -0.077
O 1.6340 -0.0326 1.3833 -0.022
O -2.5957 -1.4452 1.7021 -0.058
O 1.0081 4.8266 1.2947 0.003
H -1.7214 -1.2033 1.3145 0.044
H -4.4080 2.7868 -0.5010 0.052
H 2.9320 2.1238 -0.4099 0.009
H -0.2123 0.6384 -0.4859 0.059
H 5.2646 -2.7606 -0.5857 0.094
H -0.8366 3.9235 -1.0943 -0.016
H 0.4171 4.3344 0.7450 0.004
H 2.6006 -0.1011 1.4163 0.069
H -2.3579 -2.0749 2.3777 0.033
H -4.0457 -2.4196 -1.5741 0.018
H 1.3791 -0.8662 1.6955 0.025
H 0.9078 -0.4837 -0.4443 -0.030
H -5.0979 1.9320 0.6357 -0.005
H 1.3561 4.3696 1.9966 -0.010
H -1.5987 -2.9640 0.7417 -0.015
H 2.7513 -1.1725 -0.3145 -0.057
H 1.9521 -1.4039 -1.6271 0.077
H 3.8503 -3.2224 0.0158 0.014
H 3.6184 1.4603 -1.5877 0.038
H -1.4909 2.4628 -0.9794 0.069
H -2.7382 -3.8942 1.1610 0.042
H -2.6188 -1.9335 -1.3805 0.047
```

Output
E: -22877.66879 eV
HOMO-LUMO gap: 10.415 eV
ΔE to the lowest compared entry with this formula, charge and spin: 88.7 kcal/mol
SMILES: O.O.O.O.O.O.O.O.O.O.O
F_max: 4.79 eV/Å


Record 6
Entry from the OMol25 dataset: a 4-piece molecular cluster, C5H16O3 overall (ωB97M-V with the def2-TZVPD basis set).

```
24
Properties=species:S:1:pos:R:3:lowdin_charge:R:1
O -2.9670 -4.4824 -0.5890 -0.036
O 4.2958 -2.1938 1.8012 -0.083
O -0.0173 -4.3709 -0.4395 -0.066
C -1.7289 4.0077 0.9983 -0.120
C 0.0917 1.1400 -1.6593 -0.008
C 0.8443 1.9509 -0.8900 -0.186
C 0.5316 2.8023 0.3293 -0.195
C -0.7543 3.6369 -0.1042 -0.269
H 3.3770 -2.2267 1.5268 0.019
H 1.2330 3.6051 0.5458 0.091
H -0.8655 -4.6575 -0.0998 -0.011
H -3.3808 -5.1458 -1.1412 0.045
H 4.3906 -1.2541 2.1289 0.064
H -1.7373 5.0912 1.0931 0.060
H 0.2828 0.9745 -2.7060 0.051
H -1.2335 3.0039 -0.8447 0.075
H -0.3700 4.5704 -0.5378 0.105
H 1.8597 2.1772 -1.2344 0.091
H -2.7397 3.7552 0.6945 0.061
H -3.5460 -4.2774 0.1440 0.042
H -1.4499 3.4942 1.9709 0.084
H 0.7178 -4.5830 0.1397 0.025
H 0.3136 2.3888 1.3670 0.112
H -0.7158 0.5631 -1.2711 0.050
```

Output
E: -11584.93938 eV
HOMO-LUMO gap: 9.750 eV
ΔE to the lowest compared entry with this formula, charge and spin: 45.2 kcal/mol
SMILES: C=CCCC.O.O.O
F_max: 2.51 eV/Å